No. 1
{
  "formula": "C12H22P2Pt",
  "method": "ωB97M-V/def2-TZVPD",
  "energy_ev": -34612.6820,
  "total_charge": 2,
  "e_above_lowest_kcal_mol": 0.0,
  "gap_ev": 9.072,
  "homo_energy_ev": -16.3,
  "species": ["Pt", "C", "C", "C", "C", "C", "C", "H", "H", "H", "H", "H", "H", "C", "P", "C", "C", "C", "P", "C", "C", "H", "H", "H", "H", "H", "H", "H", "H", "H", "H", "H", "H", "H", "H", "H", "H"],
  "coordinates": [[-0.516431, 0.256268, 0.474337], [-1.620148, 1.698228, 2.050824], [-2.567829, 1.345367, 1.078465], [-2.914076, -0.012462, 0.892186], [-2.380865, -1.016982, 1.719190], [-1.397786, -0.672963, 2.642932], [-0.987064, 0.677629, 2.780745], [-1.344135, 2.733539, 2.193499], [-3.025409, 2.110892, 0.467306], [-3.639565, -0.264344, 0.129677], [-2.705278, -2.043035, 1.614927], [-0.940569, -1.434114, 3.261150], [-0.232797, 0.935287, 3.512157], [-1.007811, 1.302158, -2.727013], [-0.336118, -0.059456, -1.761732], [-1.182424, -1.553930, -2.304979], [1.421164, -0.245024, -2.205340], [2.153826, -0.962569, -1.075505], [1.710503, -0.137401, 0.481425], [2.251806, -1.175634, 1.846542], [2.671222, 1.384944, 0.560890], [-0.861416, 1.123278, -3.793764], [-0.516591, 2.232961, -2.445992], [-2.077109, 1.390338, -2.532323], [-1.021338, -1.692919, -3.375498], [-2.252559, -1.458656, -2.121011], [-0.808905, -2.425086, -1.767662], [1.832916, 0.752957, -2.370108], [1.494582, -0.787257, -3.149966], [3.236897, -0.939886, -1.210060], [1.849841, -2.009440, -1.002959], [3.318138, -1.386478, 1.745640], [1.701047, -2.115542, 1.848506], [2.091160, -0.655343, 2.791052], [3.738276, 1.156908, 0.531850], [2.446471, 1.906659, 1.491440], [2.418383, 2.041107, -0.270823]],
  "forces_ev_per_angstrom": [[0.07, -0.57, -0.01], [0.01, 0.10, -0.02], [0.08, 0.03, -0.12], [0.03, 0.14, -0.12], [0.00, 0.00, 0.06], [0.01, 0.02, 0.01], [0.00, 0.02, 0.01], [-0.03, 0.00, 0.07], [-0.06, -0.01, 0.03], [-0.03, -0.03, 0.04], [0.00, 0.00, -0.01], [0.00, 0.00, 0.00], [0.00, -0.01, 0.00], [-0.02, 0.00, 0.00], [-0.02, 0.20, 0.12], [-0.01, -0.03, 0.03], [0.00, -0.04, -0.06], [0.00, 0.01, 0.01], [-0.06, 0.18, -0.06], [-0.02, -0.01, 0.02], [0.01, 0.00, 0.05], [0.02, -0.03, 0.00], [-0.01, 0.01, -0.01], [0.00, 0.02, -0.02], [-0.01, 0.01, 0.00], [0.00, -0.02, 0.00], [0.00, 0.00, -0.01], [-0.01, 0.01, -0.01], [0.02, 0.02, 0.00], [0.00, -0.01, -0.01], [0.00, 0.00, 0.00], [0.01, 0.02, -0.02], [0.01, 0.00, 0.01], [0.00, -0.02, 0.01], [0.00, -0.02, 0.00], [0.01, 0.01, -0.01], [0.00, 0.00, 0.00]]
}

No. 2
{
  "formula": "C12H23AgCl10Ni2O8P",
  "method": "ωB97M-V/def2-TZVPD",
  "multiplicity": 6,
  "energy_ev": -249796.9427,
  "total_charge": 0,
  "e_above_lowest_kcal_mol": 0.0,
  "gap_ev": [8.678, 5.484],
  "homo_energy_ev": [-9.4, -9.5],
  "species": ["Ag", "Ni", "Ni", "P", "O", "O", "O", "O", "C", "O", "H", "H", "H", "C", "O", "O", "O", "Cl", "C", "C", "Cl", "H", "H", "H", "H", "Cl", "C", "C", "Cl", "H", "H", "H", "H", "Cl", "C", "C", "Cl", "H", "H", "H", "H", "Cl", "C", "C", "Cl", "H", "H", "H", "H", "Cl", "C", "C", "Cl", "H", "H", "H", "H"],
  "coordinates": [[-0.365382, 0.723090, -2.633607], [1.612943, 0.850431, 1.997778], [2.422400, 0.051195, -0.827067], [-0.174006, 0.646525, 0.088924], [-0.268129, 0.400910, 1.598885], [0.400310, -0.421477, -0.908485], [1.236642, 1.378399, 0.134065], [-1.017803, 1.571881, -0.789171], [2.584322, 1.462454, -3.911150], [1.961491, 0.832226, -2.853425], [1.854436, 1.812139, -4.646076], [3.223993, 2.290677, -3.595316], [3.217160, 0.703829, -4.400835], [3.857805, 0.234142, 1.186916], [3.647275, 1.257396, 1.940604], [2.820760, -0.563549, 1.153451], [4.315112, 0.365150, -0.025462], [-3.241718, -0.434660, -1.976369], [-4.085557, 0.027041, -0.478969], [-4.719560, -1.178884, 0.161396], [-6.090220, -1.789018, -0.824125], [-4.832232, 0.792514, -0.678208], [-3.394214, 0.484175, 0.230792], [-5.114916, -0.987856, 1.155005], [-4.003156, -1.992452, 0.269607], [1.473805, -5.571297, -1.110284], [3.114100, -4.961760, -0.900465], [3.097809, -3.503439, -0.440132], [2.401810, -2.449767, -1.708559], [3.728714, -5.074285, -1.791202], [3.590040, -5.543864, -0.111812], [4.090575, -3.090340, -0.299498], [2.457569, -3.478860, 0.436681], [-1.489862, -3.254233, -1.089339], [-0.850782, -3.153648, 0.555807], [-1.559049, -4.184285, 1.419696], [-0.863738, -4.085760, 3.068291], [-0.972443, -2.159674, 0.984569], [0.219582, -3.340508, 0.528032], [-1.380086, -5.195429, 1.070398], [-2.611863, -3.954577, 1.545978], [0.400202, 4.172711, -3.053853], [1.228143, 4.071351, -1.468764], [1.680088, 5.432827, -1.021355], [0.365892, 6.601497, -0.753310], [2.044639, 3.351027, -1.465045], [0.500312, 3.656315, -0.773187], [2.383721, 5.938254, -1.679226], [2.222892, 5.303484, -0.081772], [-3.671303, 3.593363, 2.455517], [-2.328216, 2.519845, 2.880446], [-2.729950, 1.448606, 3.857190], [-4.127619, 0.419807, 3.437638], [-1.569017, 3.146241, 3.355989], [-1.819752, 2.158986, 1.990769], [-2.999010, 1.887260, 4.813985], [-1.874949, 0.783901, 3.977685]],
  "forces_ev_per_angstrom": [[-0.34, 0.16, -1.85], [1.24, -0.44, -0.97], [-0.62, -0.43, 0.89], [2.95, 1.82, -2.57], [-1.72, -0.80, 0.35], [-0.86, -2.44, 1.05], [2.38, 2.17, 1.05], [-1.63, -0.22, 2.66], [-0.12, 0.58, 0.01], [0.29, -0.53, 0.01], [0.02, -0.10, -0.02], [0.11, -0.12, 0.09], [0.02, -0.10, 0.10], [-4.12, 4.08, -4.15], [1.40, -0.63, 1.60], [-1.32, -2.75, 1.56], [2.09, -0.27, 0.60], [-0.12, 0.19, -0.20], [-0.24, 0.30, 0.78], [-0.07, -0.51, -0.04], [0.10, -0.04, 0.09], [0.00, -0.10, -0.38], [0.32, -0.16, -0.23], [-0.02, 0.40, -0.08], [0.01, -0.01, -0.22], [-0.10, -0.15, -0.21], [0.85, 0.69, 0.34], [-0.16, -0.70, -0.32], [-0.05, 0.10, -0.25], [-0.38, -0.14, -0.24], [-0.08, -0.02, 0.05], [0.05, -0.23, 0.44], [0.18, 0.62, 0.11], [-0.06, 0.00, -0.13], [0.11, -0.15, 0.56], [0.42, 0.36, 0.20], [0.12, -0.02, 0.16], [-0.22, 0.07, -0.27], [-0.03, -0.14, -0.13], [-0.21, -0.01, -0.11], [-0.08, -0.17, -0.27], [0.21, -0.41, -0.16], [-0.62, 0.19, 0.42], [0.80, 0.19, 0.42], [-0.12, -0.17, 0.07], [0.13, 0.16, -0.41], [-0.09, 0.09, -0.09], [-0.11, -0.28, -0.34], [-0.24, 0.03, 0.10], [-0.11, 0.09, -0.16], [0.36, 0.29, -0.09], [0.30, -0.13, 0.37], [0.12, 0.08, -0.35], [-0.16, -0.03, 0.26], [-0.57, -0.26, -0.19], [0.09, 0.05, 0.01], [-0.08, -0.05, 0.08]]
}

No. 3
{
  "formula": "C12H23BNO7P3S",
  "method": "ωB97M-V/def2-TZVPD",
  "energy_ev": -68020.3364,
  "total_charge": 0,
  "smiles": "CCP(C)[C@H]1[C@@](CC(=O)OC(C)=O)([PH2]=S)NC(=O)[C@@]1([PH2]=O)B(O)OC",
  "gap_ev": 8.645,
  "homo_energy_ev": -8.6,
  "species": ["C", "C", "P", "C", "C", "C", "C", "C", "O", "O", "C", "C", "O", "P", "S", "N", "C", "O", "C", "P", "O", "B", "O", "O", "C", "H", "H", "H", "H", "H", "H", "H", "H", "H", "H", "H", "H", "H", "H", "H", "H", "H", "H", "H", "H", "H", "H", "H"],
  "coordinates": [[-0.391228, -1.426861, 3.565774], [-0.365466, -0.087537, 2.823261], [1.017872, 0.193019, 1.603022], [1.993391, -1.348763, 1.630747], [0.123766, 0.203940, -0.064210], [1.030711, 0.855427, -1.168797], [0.125367, 1.555767, -2.254722], [0.639758, 2.846226, -2.857166], [1.499763, 2.881745, -3.678336], [0.128721, 4.018853, -2.357339], [-1.158751, 4.060685, -1.818379], [-1.188552, 4.536327, -0.400325], [-2.095123, 3.751198, -2.481786], [2.339521, 2.024772, -0.464560], [4.033415, 1.258967, 0.073100], [1.695771, -0.319041, -1.700173], [1.025254, -1.514556, -1.448192], [1.383039, -2.584211, -1.856980], [-0.237111, -1.181122, -0.659007], [-1.576814, -1.241407, -1.933018], [-2.284193, -2.537866, -1.939110], [-0.872970, -2.288078, 0.322014], [-2.104763, -1.988079, 0.904294], [-0.255867, -3.462137, 0.500045], [-0.917647, -4.540572, 1.159626], [0.514819, -1.557531, 4.155821], [-0.452143, -2.280432, 2.889169], [-1.246706, -1.474061, 4.241660], [-0.234286, 0.707945, 3.559081], [-1.325236, 0.126984, 2.341599], [2.711682, -1.311056, 0.812753], [1.428990, -2.278089, 1.573283], [2.569654, -1.330935, 2.557912], [-0.755687, 0.814207, 0.163203], [-0.875598, 1.674532, -1.844129], [0.047960, 0.888197, -3.109591], [-0.259406, 5.026101, -0.122403], [-1.361564, 3.678126, 0.253043], [-2.020743, 5.227626, -0.279575], [2.497178, 2.960617, -1.489081], [1.619759, 2.755840, 0.490789], [2.161099, -0.254659, -2.595259], [-0.958348, -0.913136, -3.152242], [-2.374533, -0.107374, -1.668547], [-2.050316, -1.547954, 1.755698], [-0.248397, -5.395004, 1.117530], [-1.128592, -4.297423, 2.202155], [-1.847451, -4.779218, 0.647348]],
  "forces_ev_per_angstrom": [[0.00, 0.00, -0.11], [0.02, -0.05, 0.12], [0.04, 0.24, -0.07], [0.00, -0.13, 0.05], [0.05, -0.26, 0.36], [-0.29, -0.04, -0.16], [-0.06, -0.03, 0.15], [-0.19, -0.10, -0.16], [0.08, 0.06, -0.10], [0.05, -0.08, 0.40], [0.16, 0.05, -0.14], [0.00, 0.32, -0.07], [-0.14, -0.13, 0.03], [0.38, -0.22, 0.09], [-0.15, 0.01, 0.00], [-0.38, 0.11, -0.12], [0.09, 0.08, 0.07], [-0.06, -0.09, -0.19], [0.28, 0.13, -0.07], [-0.12, -0.13, 0.06], [0.05, -0.01, 0.01], [-0.29, 0.06, 0.01], [0.20, 0.08, -0.05], [0.02, -0.07, -0.08], [0.02, -0.07, 0.00], [-0.01, 0.00, 0.04], [0.04, 0.03, 0.09], [0.03, 0.00, 0.05], [-0.08, -0.01, 0.01], [0.06, 0.04, -0.03], [0.01, 0.05, -0.01], [0.06, 0.07, -0.02], [0.01, -0.03, -0.01], [0.02, 0.09, -0.27], [0.02, 0.11, -0.06], [0.00, -0.06, 0.03], [0.02, -0.06, 0.01], [0.04, -0.01, -0.03], [-0.03, -0.08, 0.04], [-0.05, 0.07, 0.00], [-0.13, 0.09, -0.06], [0.38, -0.06, 0.21], [-0.02, 0.05, -0.04], [0.03, 0.04, 0.00], [-0.12, -0.07, 0.01], [0.02, -0.01, 0.00], [-0.02, 0.00, -0.01], [-0.03, 0.02, 0.01]]
}

No. 4
{
  "formula": "C12H23CuNO3P2",
  "method": "ωB97M-V/def2-TZVPD",
  "energy_ev": -83658.5676,
  "total_charge": 1,
  "e_above_lowest_kcal_mol": 57.8,
  "gap_ev": 7.101,
  "homo_energy_ev": -11.3,
  "species": ["Cu", "O", "C", "O", "C", "O", "N", "C", "C", "H", "H", "H", "H", "C", "C", "H", "H", "H", "C", "P", "C", "C", "C", "P", "C", "C", "H", "H", "H", "H", "H", "H", "H", "H", "H", "H", "H", "H", "H", "H", "H", "H"],
  "coordinates": [[1.702498, 1.701395, 2.281289], [-0.416651, 1.892166, -2.377293], [-0.313560, 1.498994, -3.531294], [1.657266, 0.395719, -1.826585], [1.299373, -0.190550, -2.812058], [1.666461, -1.438699, -3.196977], [0.480484, 0.366324, -3.840583], [1.111968, -1.723496, -4.518633], [0.318423, -0.520366, -4.982560], [0.483876, -2.609800, -4.433710], [1.959770, -1.935234, -5.169237], [-0.735331, -0.809085, -5.138016], [0.795667, -0.082183, -5.867529], [-0.925024, 2.094127, -4.754584], [-1.872068, 3.060181, -4.685479], [-0.524850, 1.703836, -5.693942], [-2.197702, 3.436234, -3.714466], [-2.337177, 3.508660, -5.572995], [1.808034, -1.893686, 1.694300], [0.116864, -2.638101, 1.472740], [-0.159696, -3.388737, 3.164257], [-0.951578, -1.130674, 1.770961], [-0.701216, -0.405527, 3.113259], [-0.280185, 1.355005, 2.869699], [-1.801365, 2.226334, 3.103157], [0.980198, 1.775364, 4.180085], [2.489226, -2.638248, 2.150028], [1.792722, -0.963659, 2.266753], [2.179797, -1.649602, 0.688271], [0.151738, -2.718892, 3.982940], [-1.238318, -3.605385, 3.258269], [0.398076, -4.333451, 3.223536], [-0.786368, -0.481920, 0.897516], [-1.974559, -1.538661, 1.688067], [-1.615110, -0.484857, 3.747737], [0.189000, -0.815031, 3.628034], [-1.844809, 2.617967, 4.133836], [-1.784714, 3.057004, 2.395067], [-2.673588, 1.593885, 2.930960], [1.743057, 1.027705, 4.419394], [0.381285, 1.926633, 5.078445], [1.428091, 2.758305, 3.977352]],
  "forces_ev_per_angstrom": [[1.56, 0.13, -2.48], [-0.34, -0.08, -1.70], [0.20, 0.00, 0.88], [0.05, -1.17, -0.39], [-0.13, 0.74, -0.65], [-0.49, 0.58, -0.27], [-0.02, 0.24, 1.38], [0.68, -0.89, 0.47], [0.02, 0.33, 0.27], [0.16, 0.00, 0.07], [-0.09, -0.06, 0.05], [0.45, 0.43, -0.19], [-0.49, -0.14, 0.00], [-0.89, 1.00, 0.11], [0.85, -0.81, -0.15], [-0.42, 0.33, 0.17], [0.09, -0.21, -0.21], [0.37, -0.31, 0.37], [0.07, -0.46, -0.58], [-0.09, 0.08, 0.83], [0.09, -0.04, -0.34], [0.12, -0.35, -0.47], [-0.17, 0.02, 0.16], [-0.26, -1.94, -0.86], [-0.22, 1.41, 0.55], [-1.57, 0.43, 1.96], [-0.31, 0.51, -0.16], [0.10, -0.03, 0.31], [0.01, -0.06, 0.29], [-0.10, -0.46, -0.25], [0.45, 0.01, 0.03], [-0.20, 0.26, 0.10], [-0.16, -0.03, 0.24], [0.30, 0.43, 0.15], [0.90, 0.02, -0.10], [-0.68, -0.01, -0.04], [-0.16, -0.05, -0.36], [-0.42, 0.07, 0.22], [0.26, -0.05, -0.13], [-0.10, -0.18, -0.07], [0.42, 0.08, 0.46], [0.15, 0.22, 0.30]]
}

No. 5
{
  "formula": "C12H23F3IrNO2P2",
  "method": "ωB97M-V/def2-TZVPD",
  "multiplicity": 5,
  "energy_ev": -47952.4963,
  "total_charge": 2,
  "e_above_lowest_kcal_mol": 0.0,
  "gap_ev": [5.898, 6.177],
  "homo_energy_ev": [-12.3, -16.6],
  "species": ["Ir", "P", "C", "C", "N", "C", "C", "C", "C", "C", "P", "H", "H", "H", "H", "H", "H", "H", "H", "O", "H", "H", "O", "H", "C", "H", "H", "H", "C", "H", "H", "H", "C", "H", "H", "H", "C", "H", "H", "H", "F", "C", "F", "F"],
  "coordinates": [[-0.002333, 0.139427, -0.176752], [1.950507, -0.889617, 0.052845], [2.318473, -1.309502, -1.707311], [1.055216, -1.650138, -2.414950], [-0.083805, -1.130721, -1.936134], [-1.270778, -1.448224, -2.487628], [-1.339779, -2.347179, -3.547440], [-0.176729, -2.811620, -4.120525], [1.028408, -2.429974, -3.558232], [-2.518819, -0.862195, -1.898868], [-2.076834, 0.547854, -0.791542], [1.968649, -2.797125, -3.959253], [-2.308341, -2.648361, -3.948201], [-0.199544, -3.476342, -4.982292], [-3.245533, -0.544780, -2.667791], [-3.009686, -1.602751, -1.257473], [2.718681, -0.373889, -2.129923], [3.075288, -2.097252, -1.771975], [1.233267, 3.894606, -2.132805], [1.654489, 3.112854, -2.563532], [2.293539, 3.487336, -3.201862], [-0.521674, 4.640132, 0.105008], [-0.631555, 4.729570, -0.864122], [-1.262678, 5.481183, -0.987328], [-1.970840, 1.984514, -1.877885], [-2.886453, 2.057794, -2.471581], [-1.786937, 2.907738, -1.305235], [-1.108191, 1.810338, -2.541327], [-3.262567, 0.725350, 0.545162], [-2.979904, 1.618717, 1.118482], [-4.288222, 0.820075, 0.179787], [-3.187747, -0.162446, 1.187051], [1.742467, -2.412809, 1.004761], [2.620231, -3.059202, 0.905769], [1.593430, -2.119428, 2.056211], [0.850158, -2.924540, 0.620175], [3.297031, 0.087125, 0.730400], [3.050931, 0.309950, 1.776992], [4.248253, -0.450185, 0.675266], [3.366665, 1.009875, 0.145632], [-0.061421, 0.439519, 2.642130], [0.105969, 1.236587, 1.524695], [-0.850808, 2.234509, 1.648447], [1.302130, 1.894727, 1.711653]],
  "forces_ev_per_angstrom": [[1.04, 1.77, 0.58], [1.54, -2.19, -0.16], [0.05, 0.10, 0.47], [0.53, 0.28, 0.19], [1.93, 2.11, 3.00], [-2.89, 0.06, -0.45], [0.23, -0.89, -1.42], [-1.66, -1.11, -1.57], [1.56, -0.56, -0.13], [0.23, 0.38, 0.22], [-2.75, -0.47, -1.24], [-0.10, 0.06, 0.02], [0.22, 0.11, 0.14], [-0.02, 0.21, 0.30], [0.24, -0.21, 0.27], [-0.13, -0.16, -0.02], [0.07, -0.14, -0.08], [-0.04, 0.15, -0.21], [0.38, -0.71, -0.45], [-0.07, 0.80, 0.13], [-0.50, -0.22, 0.49], [-0.07, 0.28, -0.70], [-0.68, 0.50, 0.56], [0.86, -0.79, 0.20], [0.45, 0.17, 0.22], [0.00, 0.00, 0.07], [-0.04, -0.25, -0.24], [-0.26, 0.20, 0.04], [-0.03, 0.01, 0.11], [-0.18, -0.31, -0.13], [0.08, 0.01, -0.06], [-0.06, 0.24, -0.07], [-0.01, 0.22, -0.05], [-0.12, 0.06, 0.10], [0.02, -0.25, -0.31], [0.24, -0.01, 0.22], [-0.08, 0.27, 0.04], [0.18, 0.03, -0.32], [-0.14, -0.14, -0.06], [0.06, -0.01, 0.25], [0.14, 0.47, -0.93], [0.03, 1.14, 1.41], [0.63, -0.71, -0.24], [-0.86, -0.52, -0.20]]
}